Entry 1:
{"formula": "C54H161AsF6InN9O39P2", "method": "wB97M-V/def2-TZVPD", "total_energy_ev": -252761.6114, "total_charge": -4, "symbols": ["In", "As", "F", "F", "F", "F", "F", "F", "P", "O", "O", "O", "O", "P", "O", "O", "O", "O", "C", "O", "C", "C", "N", "C", "C", "O", "C", "H", "H", "H", "H", "H", "H", "H", "H", "H", "H", "H", "H", "H", "H", "H", "C", "O", "C", "C", "N", "C", "C", "O", "C", "H", "H", "H", "H", "H", "H", "H", "H", "H", "H", "H", "H", "H", "H", "H", "C", "O", "C", "C", "N", "C", "C", "O", "C", "H", "H", "H", "H", "H", "H", "H", "H", "H", "H", "H", "H", "H", "H", "H", "C", "O", "C", "C", "N", "C", "C", "O", "C", "H", "H", "H", "H", "H", "H", "H", "H", "H", "H", "H", "H", "H", "H", "H", "C", "O", "C", "C", "N", "C", "C", "O", "C", "H", "H", "H", "H", "H", "H", "H", "H", "H", "H", "H", "H", "H", "H", "H", "C", "O", "C", "C", "N", "C", "C", "O", "C", "H", "H", "H", "H", "H", "H", "H", "H", "H", "H", "H", "H", "H", "H", "H", "C", "O", "C", "C", "N", "C", "C", "O", "C", "H", "H", "H", "H", "H", "H", "H", "H", "H", "H", "H", "H", "H", "H", "H", "C", "O", "C", "C", "N", "C", "C", "O", "C", "H", "H", "H", "H", "H", "H", "H", "H", "H", "H", "H", "H", "H", "H", "H", "C", "O", "C", "C", "N", "C", "C", "O", "C", "H", "H", "H", "H", "H", "H", "H", "H", "H", "H", "H", "H", "H", "H", "H", "O", "H", "H", "O", "H", "H", "O", "H", "H", "O", "H", "H", "O", "H", "H", "O", "H", "H", "O", "H", "H", "O", "H", "H", "O", "H", "H", "O", "H", "H", "O", "H", "H", "O", "H", "H", "O", "H", "H"], "positions_angstrom": [[-8.4309, -0.2955, 1.9933], [-0.9922, -0.5836, -0.3089], [-0.8610, -1.2525, 1.2210], [0.0334, 0.7588, 0.2011], [-1.0510, 0.0451, -1.9573], [-1.8849, -1.9580, -0.7255], [-2.4606, 0.3720, 0.1011], [0.3847, -1.3841, -0.7834], [-7.5942, -6.3271, 1.4472], [-6.3477, -5.7665, 1.9587], [-8.9441, -1.2361, 3.9430], [-8.7001, -6.3740, 2.4170], [-7.7471, -6.9511, 0.0947], [-7.3366, 0.7551, -0.1648], [-6.3545, -0.2919, -0.6281], [-8.7469, 0.0024, -0.0377], [-7.4623, 1.9889, -1.1965], [-7.3871, 1.3829, 1.5187], [4.1956, 0.3393, -5.7136], [3.8155, 1.3256, -6.6266], [2.7538, 2.0649, -6.0041], [1.3244, 1.4228, -6.1991], [0.2960, 2.3396, -5.7926], [-1.0096, 1.7170, -5.6681], [-1.9984, 2.8627, -5.6532], [-1.9194, 3.5633, -6.8710], [-2.9391, 4.5479, -6.9503], [4.7027, 0.6907, -4.8297], [4.8996, -0.3295, -6.2287], [3.4129, -0.3734, -5.4393], [2.7756, 3.1216, -6.3454], [3.0085, 2.0324, -5.0132], [1.1969, 0.5062, -5.5867], [1.2930, 1.1375, -7.2611], [0.2132, 3.1044, -6.4343], [-1.1441, 1.0825, -4.7750], [-1.2100, 1.0714, -6.5647], [-1.7119, 3.5290, -4.8253], [-3.0464, 2.5369, -5.5043], [-3.0922, 5.0770, -5.9930], [-3.8435, 3.9949, -7.1552], [-2.6467, 5.2498, -7.6946], [8.0078, 0.6618, 1.8272], [7.1113, -0.4441, 1.9592], [7.4956, -1.4679, 1.1292], [6.4792, -2.6432, 1.1119], [6.1265, -3.0750, 2.4663], [5.1680, -4.1635, 2.4723], [3.8399, -3.8327, 1.8902], [3.5169, -2.4593, 2.1689], [2.6064, -1.9149, 1.1920], [9.0318, 0.5320, 2.1885], [7.6091, 1.5378, 2.3183], [8.0382, 0.8418, 0.7811], [8.4311, -1.8469, 1.5653], [7.6823, -1.1266, 0.0857], [6.9335, -3.5133, 0.5878], [5.6338, -2.3700, 0.4832], [5.6621, -2.3056, 2.8845], [5.0942, -4.4422, 3.5336], [5.5236, -5.0163, 1.9068], [3.0520, -4.4929, 2.2507], [3.9216, -3.9887, 0.7803], [1.6424, -2.4396, 1.2015], [2.9793, -2.0407, 0.1617], [2.4798, -0.9101, 1.4022], [-3.6796, -3.1549, 9.1017], [-3.4448, -2.8425, 7.7840], [-2.6358, -3.8112, 7.1350], [-2.4142, -3.3740, 5.6769], [-1.9365, -2.0011, 5.6075], [-1.0391, -1.4267, 4.5083], [0.2483, -1.1049, 5.2387], [0.8313, -2.3237, 5.5950], [1.9092, -2.1554, 6.4291], [-4.2010, -2.2565, 9.5198], [-2.7649, -3.3535, 9.6913], [-4.2672, -4.0818, 9.1187], [-3.1603, -4.7786, 7.1796], [-1.7209, -3.8609, 7.7151], [-3.3183, -3.5162, 5.0306], [-1.5987, -3.9724, 5.2270], [-2.7307, -1.3724, 5.7212], [-1.5389, -0.5233, 4.1266], [-0.7440, -2.1332, 3.6883], [0.0387, -0.5223, 6.1406], [1.0002, -0.4653, 4.7563], [1.7191, -1.8858, 7.4700], [2.5362, -1.3583, 6.0058], [2.4955, -3.0768, 6.3166], [3.6511, 0.2033, 3.2959], [3.2920, 1.2198, 4.1923], [4.3571, 2.1693, 4.3912], [4.4463, 3.1904, 3.2549], [3.2311, 3.5974, 2.6831], [2.6439, 2.8380, 1.5627], [1.5648, 3.7117, 0.7747], [2.2290, 4.8954, 0.1916], [2.1883, 6.0012, 1.1022], [2.9547, -0.6157, 3.5522], [4.6795, -0.1644, 3.5541], [3.7217, 0.5507, 2.2801], [5.3652, 1.7162, 4.3770], [4.1103, 2.6562, 5.3375], [5.0598, 2.7320, 2.4275], [5.0337, 4.0497, 3.6473], [2.4565, 3.8451, 3.3315], [2.1875, 1.8950, 1.8919], [3.4684, 2.6532, 0.8811], [0.7142, 4.0725, 1.3309], [1.2363, 3.1151, -0.0621], [2.9008, 5.8447, 1.9006], [1.2862, 6.2059, 1.6441], [2.4292, 6.8840, 0.5165], [8.2518, 1.4657, -4.6208], [8.0921, 1.1127, -3.2583], [7.2732, 2.0901, -2.6405], [6.4766, 1.5464, -1.4237], [5.1989, 0.9489, -1.8068], [4.4041, 0.4852, -0.7030], [2.9878, 0.4881, -1.0939], [2.6874, 1.7498, -1.6530], [1.4432, 1.8520, -2.2703], [8.9510, 0.7577, -5.0711], [8.6500, 2.4886, -4.6837], [7.2779, 1.3590, -5.1201], [6.5702, 2.3675, -3.3769], [7.7929, 2.9662, -2.3014], [6.3558, 2.3532, -0.6400], [7.0808, 0.7930, -0.8740], [4.6323, 1.6012, -2.3312], [4.6122, 1.1325, 0.1815], [4.7362, -0.5171, -0.3950], [2.4104, 0.4077, -0.1814], [2.7741, -0.2709, -1.8897], [1.2694, 1.0240, -2.9809], [1.4739, 2.7884, -2.8576], [0.5981, 1.8958, -1.5774], [3.0474, -1.2968, -8.5630], [2.6383, -1.6314, -7.2407], [3.1690, -2.8849, -6.8559], [2.5319, -3.3662, -5.6168], [1.1299, -3.5085, -5.9416], [0.2961, -3.8963, -4.8221], [-1.1328, -3.7376, -5.1632], [-1.3392, -2.3984, -5.6340], [-1.2762, -1.4785, -4.4883], [2.9271, -2.1768, -9.2128], [4.0787, -0.9166, -8.6010], [2.3805, -0.5220, -8.9410], [4.2257, -2.7320, -6.7824], [2.8403, -3.5618, -7.6663], [2.7093, -2.6831, -4.7575], [2.8783, -4.3489, -5.2530], [0.7723, -2.6433, -6.3246], [0.5779, -3.3797, -3.8904], [0.4503, -4.9601, -4.5994], [-1.7257, -3.8989, -4.2755], [-1.3883, -4.3615, -6.0151], [-0.3212, -0.9745, -4.4509], [-1.3637, -2.1226, -3.6139], [-2.0762, -0.7707, -4.3994], [-0.9250, 2.0362, 2.3849], [-1.2547, 2.8630, 3.5244], [-1.5009, 2.1229, 4.6865], [-1.5960, 3.0677, 5.9002], [-0.5394, 4.1008, 5.9713], [0.7899, 3.5406, 5.9184], [1.8052, 4.6260, 6.0300], [1.7417, 5.5045, 4.8949], [2.7484, 6.4647, 4.8155], [0.1038, 1.6675, 2.4721], [-1.0261, 2.6302, 1.4421], [-1.5281, 1.1373, 2.2841], [-0.5796, 1.5239, 4.8655], [-2.3536, 1.4962, 4.6745], [-1.4925, 2.4835, 6.8264], [-2.5568, 3.6097, 6.0001], [-0.7115, 4.7826, 5.2599], [0.9814, 3.0301, 4.9515], [0.9355, 2.8655, 6.7624], [2.8336, 4.1971, 6.1489], [1.5818, 5.2257, 6.9421], [2.5958, 6.9694, 3.8684], [3.7469, 6.0638, 4.8113], [2.6101, 7.1932, 5.6379], [-0.2310, 5.3664, -2.8078], [-1.5839, 5.6079, -3.0814], [-2.4494, 4.7819, -2.2362], [-2.2042, 4.9865, -0.7333], [-3.4206, 4.9540, 0.0665], [-3.1047, 4.8646, 1.5173], [-2.3040, 6.1221, 1.9508], [-2.4012, 6.2360, 3.3835], [-1.3702, 6.8940, 4.0614], [0.1628, 4.4745, -3.2625], [0.0218, 5.3752, -1.7323], [0.2653, 6.2245, -3.1722], [-2.2502, 3.7466, -2.5471], [-3.4469, 5.0614, -2.4880], [-1.7714, 5.9742, -0.5869], [-1.4647, 4.2166, -0.4005], [-3.9233, 4.1058, -0.2207], [-2.4771, 4.0313, 1.8716], [-4.0202, 4.7134, 2.1011], [-2.6941, 7.0747, 1.4532], [-1.2361, 6.0135, 1.6688], [-1.4563, 7.9586, 3.9794], [-0.3711, 6.5687, 3.7547], [-1.4741, 6.6938, 5.1663], [1.6710, -9.0593, -2.5298], [1.0025, -7.8622, -2.2554], [-0.2120, -7.7441, -3.0180], [-0.9973, -6.5471, -2.6183], [-1.4550, -6.6932, -1.2498], [-2.1847, -5.4527, -0.9242], [-2.4255, -5.1062, 0.4934], [-1.1744, -5.1234, 1.1893], [-1.4834, -4.4782, 2.4816], [1.8769, -9.2540, -3.6052], [1.0798, -9.9198, -2.2859], [2.6263, -9.0405, -1.9653], [-0.8560, -8.6150, -2.7357], [0.0092, -7.6804, -4.1039], [-1.8414, -6.3987, -3.2893], [-0.3016, -5.6396, -2.6511], [-0.6811, -6.7280, -0.6138], [-3.1176, -5.4493, -1.5188], [-1.5641, -4.6469, -1.3647], [-3.1804, -5.7727, 0.9325], [-2.8368, -4.0856, 0.5647], [-0.5918, -4.3518, 3.0934], [-2.2481, -5.0987, 2.9601], [-1.8880, -3.4561, 2.2691], [2.9845, -6.2129, -1.4767], [2.4961, -5.4782, -1.0963], [2.2692, -6.7509, -1.8639], [1.0863, -3.9890, -0.5797], [0.5072, -4.2273, 0.1592], [0.7603, -3.1321, -0.9082], [-7.3364, 0.2294, -4.3523], [-8.1923, 0.1245, -3.9597], [-6.7856, 0.5056, -3.5713], [-7.6666, 4.5439, -1.7340], [-7.7007, 3.5752, -1.4738], [-6.7588, 4.6048, -2.0103], [-5.5387, 0.3343, -7.7808], [-5.6572, 0.9282, -7.0234], [-5.8281, -0.5092, -7.4148], [-5.4027, -3.3604, 0.5114], [-5.6832, -4.2823, 0.6968], [-6.0869, -2.9157, -0.0096], [-4.4216, 2.3751, -0.7312], [-4.2434, 1.4470, -0.6414], [-5.3042, 2.3571, -0.9997], [-5.6198, -6.1311, 5.2333], [-6.5522, -6.1040, 5.0979], [-5.4753, -6.0667, 4.2765], [-3.8482, 0.1146, -3.4885], [-3.7553, 0.7173, -2.7352], [-4.4395, -0.5444, -3.0853], [-3.9378, 2.3238, 3.5436], [-4.3423, 2.4221, 4.4360], [-4.2041, 1.4741, 3.2537], [-9.7476, 6.1494, 0.4579], [-10.3962, 5.4725, 0.2571], [-8.9579, 5.7464, 0.1827], [-5.9007, 0.1627, 5.1187], [-5.1597, 0.1122, 5.7276], [-6.1972, -0.7484, 5.1492], [-4.4054, -2.8324, -2.7276], [-4.8605, -3.5952, -3.1723], [-4.4599, -3.0135, -1.7767]]}

---

Entry 2:
{"formula": "H14O7", "method": "wB97M-V/def2-TZVPD", "de_lowest_kcal_mol": 60.88, "symbols": ["O", "O", "O", "O", "H", "H", "H", "H", "H", "H", "H", "H", "O", "O", "O", "H", "H", "H", "H", "H", "H"], "positions_angstrom": [[-1.0063, -1.8058, -2.0096], [1.1790, 0.5903, -2.4066], [-2.0790, -1.7825, 1.6140], [-1.8433, 1.3040, 0.1694], [-0.8150, -0.9760, -1.5039], [-0.6677, -1.6797, -2.9257], [1.7722, 1.2382, -2.1457], [1.5111, -0.2488, -1.9009], [-2.2595, -2.6478, 1.6030], [-2.0696, -1.4652, 0.6677], [-1.0622, 1.8820, -0.0283], [-1.9613, 0.6390, -0.5805], [0.8994, -2.3663, 1.7644], [-0.1101, 3.7621, 1.0801], [2.7484, -0.1391, 0.1177], [0.4052, 4.1018, 0.3678], [-1.0206, 4.2794, 1.1824], [0.0725, -2.7010, 2.1591], [0.5445, -1.5281, 1.3216], [2.4458, -0.8324, 0.7465], [3.3164, 0.3760, 0.7078]]}

---

Entry 3:
{"formula": "C16H16F4NO5", "method": "wB97M-V/def2-TZVPD", "total_energy_ev": -39436.4241, "total_charge": -1, "symbols": ["C", "C", "F", "C", "C", "C", "C", "C", "C", "C", "C", "O", "C", "O", "N", "C", "O", "H", "H", "H", "H", "H", "H", "H", "H", "H", "H", "C", "C", "O", "C", "O", "C", "F", "F", "F", "H", "H", "H", "H", "H", "H"], "positions_angstrom": [[-5.5623, 1.3389, -1.8162], [-4.4933, 1.0214, -0.5745], [-4.3100, -0.4775, -0.6096], [-3.0588, 1.8377, -0.7466], [-2.9381, 3.2348, -1.6582], [-1.5404, 4.0750, -1.8784], [-0.1500, 3.5347, -1.1983], [-0.2921, 2.1692, -0.3021], [-1.6536, 1.3027, -0.0139], [-1.5639, -0.0150, 0.9580], [-0.7928, 0.4224, 2.3764], [-0.6033, -0.4927, 3.3303], [1.2675, 1.9809, 0.1668], [1.9286, 0.9306, 0.6597], [2.0414, 3.2910, -0.0904], [1.3853, 4.1095, -1.1980], [1.8771, 5.0335, -2.0272], [-6.4952, 1.9820, -1.4416], [-6.0395, 0.2997, -2.1590], [-5.0454, 1.7817, -2.7685], [-5.0710, 1.3547, 0.4149], [-3.9240, 3.6418, -2.1484], [-1.4920, 5.0717, -2.5181], [-0.9383, -0.8889, 0.4665], [-2.6017, -0.4490, 1.2968], [-0.4193, 1.5453, 2.5185], [2.1450, 3.7644, 0.8444], [2.3617, -1.8884, 0.7173], [2.1250, -3.0816, 1.6224], [2.3526, -4.3333, 0.9833], [3.7171, -4.8226, 0.8510], [4.3355, -4.8118, 2.0287], [4.5348, -4.1210, -0.3022], [3.7366, -3.8714, -1.3812], [5.5327, -4.9243, -0.7693], [5.1089, -2.9403, 0.0318], [1.9976, -2.0784, -0.2968], [1.8575, -1.0025, 1.1165], [3.4233, -1.6457, 0.6539], [1.0609, -3.0830, 1.8862], [2.6673, -2.9843, 2.5684], [3.5287, -5.8118, 0.4064]]}

---

no.,M (Da)
1,1926.58
2,126.10
3,378.30